ORCA calculation (ωB97M-V/def2-TZVPD) on a cluster of 12 separate species, C29H59Br22ClO2P2 in total.

Calculated values
* HOMO-LUMO gap: 7.48 eV
* total energy: -59061.888376 Ha
* LUMO: 0.009 Ha
* structure (SMILES): CCOCP(CC(=O)Cl)#P(C)C.BrCCBr.BrCCBr.BrCCBr.BrCCBr.BrCCBr.BrCCBr.BrCCBr.BrCCBr.BrCCBr.BrCCBr.BrCCBr

Structure (XYZ):
```
115
C29H59Br22ClO2P2 ωB97M-V/def2-TZVPD
Br -6.31 6.47 -1.28
Br -8.60 3.64 -1.88
Br 0.25 -1.36 -5.08
Br 4.61 2.65 -2.54
Br 8.99 3.03 3.01
Br -0.37 -3.72 -2.48
Br -2.14 2.65 1.19
Br 7.37 -0.01 5.38
Br 8.35 -0.35 1.83
Br -1.08 -2.68 0.99
Br 6.14 4.49 1.16
Br 1.26 4.18 -2.24
Br -3.78 -1.15 -5.54
Br 3.62 -6.43 -7.41
Br -3.78 1.15 3.97
Br -4.53 -1.08 1.13
Br -8.51 -0.43 -5.53
Br -5.48 4.19 1.49
Br 2.96 -6.80 -3.79
Br -9.05 -3.13 -3.08
Br -4.30 -4.06 -3.33
Br -0.92 0.71 -2.25
Cl -1.39 -1.82 4.43
P 2.04 -0.05 2.76
P 3.85 0.54 3.82
O 3.13 -2.69 2.95
O 0.60 -0.84 6.11
C -5.19 -1.13 2.96
C 8.95 3.90 1.27
C 3.94 4.33 -3.25
C 0.59 0.52 -4.68
C -9.62 -2.03 -5.66
C -3.72 5.03 1.46
C 1.95 -1.96 2.48
C 9.45 -0.35 3.44
C 0.04 -0.67 4.90
C 4.38 -0.71 5.15
C 3.17 -4.12 5.10
C -2.81 4.34 0.48
C 3.02 5.02 -2.27
C -8.25 6.45 -1.43
C 8.00 5.08 1.26
C -4.65 -2.17 -3.01
C 2.80 -4.01 3.49
C -1.17 -4.73 -1.02
C 0.78 0.73 -3.20
C 2.46 -5.36 -5.02
C -2.09 -3.86 -0.19
C -8.84 5.23 -0.77
C 2.06 -5.90 -6.37
C 8.78 -1.09 4.57
C 5.28 1.04 2.65
C -5.20 -1.50 -4.24
C -10.29 -2.33 -4.34
C -5.45 0.26 3.49
C 0.60 0.53 3.93
H -5.96 0.91 2.77
H 5.94 1.93 3.03
H -6.03 0.22 4.42
H 8.09 5.71 2.15
H 1.20 1.73 -3.01
H 10.38 -0.86 3.15
H -8.49 6.52 -2.50
H 8.15 5.69 0.37
H 4.79 1.37 1.63
H 3.31 -4.67 -5.06
H 1.51 0.76 -5.23
H -1.91 4.94 0.29
H 1.42 -0.02 -2.73
H -8.59 7.36 -0.93
H 9.67 0.69 3.68
H 8.69 3.13 0.53
H -4.46 -1.69 3.55
H -5.61 -0.52 -4.00
H -3.91 6.06 1.16
H -8.97 -2.84 -6.01
H -10.36 -1.80 -6.43
H 4.83 4.94 -3.44
H -3.29 4.11 -0.48
H 1.92 -2.09 1.30
H 8.31 -2.03 4.26
H 4.33 -3.94 5.27
H -0.34 -5.16 -0.44
H 1.69 -4.34 3.38
H -9.92 5.34 -0.66
H 2.86 -5.20 5.49
H 9.98 4.23 1.09
H 4.95 -1.60 4.59
H -5.96 -2.09 -4.76
H -3.72 -1.73 -2.64
H 3.42 -1.20 5.66
H 5.99 0.10 2.54
H -8.40 5.01 0.20
H 1.41 -6.78 -6.31
H -6.13 -1.70 2.91
H 2.84 6.06 -2.57
H -2.70 -4.47 0.47
H -10.72 -1.45 -3.86
H 1.02 1.37 4.66
H 3.40 5.01 -1.24
H -0.27 1.07 3.31
H 3.48 -4.80 2.91
H -2.74 -3.22 -0.80
H 0.92 -2.36 2.87
H 1.57 -5.13 -6.96
H 2.57 -3.26 5.66
H 5.15 -0.29 5.93
H 9.48 -1.29 5.38
H -5.39 -2.16 -2.20
H -3.35 5.01 2.49
H -0.24 1.09 -5.10
H 3.46 4.11 -4.21
H 1.61 -4.86 -4.54
H -1.73 -5.53 -1.50
H -11.08 -3.08 -4.48
```

ORCA calculation (ωB97M-V/def2-TZVPD) on a cluster of 2 separate species, CH3N4 in total.

Calculated values
* 2S+1: 3
* HOMO-LUMO gap (spin up / spin down): 7.89 / 8.29 eV
* total energy: -258.442675 Ha
* LUMO (spin up / spin down): -0.147 / -0.383 Ha
* <S²>: 2.02
* charge: +1

Structure (XYZ):
```
8
CH3N4 ωB97M-V/def2-TZVPD
N 0.67 0.27 -0.26
N -1.44 -0.83 0.26
N -1.16 2.17 -0.28
N -1.96 2.90 -0.18
C -0.39 -0.34 0.18
H 1.18 1.00 0.24
H 0.55 0.79 -1.13
H -2.24 -1.40 0.51
```

ORCA calculation (ωB97M-V/def2-TZVPD) on a structure of composition CH2INO2S.

Calculated values
* HOMO-LUMO gap: 9.28 eV
* total energy: -940.289219 Ha
* LUMO: -0.030 Ha

Structure (XYZ):
```
8
CH2INO2S ωB97M-V/def2-TZVPD
I -4.23 0.33 0.12
S -2.08 -0.65 -0.32
O -2.27 -1.93 -0.99
O -1.66 -1.11 1.21
N -0.29 -1.23 1.17
C 0.24 -1.18 0.04
H 1.31 -1.41 0.28
H -0.17 -1.42 -0.94
```

ORCA calculation (ωB97M-V/def2-TZVPD) on an isolated molecule of C24H28ClN3O2.

Calculated values
* HOMO-LUMO gap: 8.49 eV
* total energy: -1706.334683 Ha
* LUMO: 0.010 Ha
* structure (SMILES): CCCCN(CC)CCNC(=O)c1cn(-c2ccc(Cl)cc2)c(=O)c2ccccc12

Structure (XYZ):
```
58
C24H28ClN3O2 ωB97M-V/def2-TZVPD
Cl 6.42 -1.84 0.29
O 2.04 2.72 -0.92
O -1.90 -0.72 2.50
N -3.19 -2.30 -0.49
N 1.22 0.95 0.26
N -3.33 0.11 0.95
C -0.20 2.86 -0.17
C -4.48 -1.80 -0.07
C 2.47 0.29 0.25
C 2.95 -0.27 1.43
C -2.44 2.98 0.71
C -0.34 4.16 -0.66
C -3.40 -4.55 0.67
C -2.13 0.03 1.57
C -2.59 -3.27 0.41
C -1.07 0.90 0.98
C -0.10 -0.34 -2.82
C 4.43 -0.47 -0.91
C -1.52 4.85 -0.48
C -1.49 -0.74 -2.33
C 0.16 0.35 0.87
C 1.10 2.21 -0.34
C -2.56 4.26 0.22
C 3.22 0.18 -0.92
C -3.08 -2.66 -1.89
C 4.17 -0.92 1.45
C -1.72 -2.24 -2.46
C 4.90 -1.02 0.27
C -1.27 2.24 0.50
C -4.35 -0.89 1.16
H -2.24 -0.20 -2.91
H 0.03 -0.58 -3.87
H 2.85 0.62 -1.83
H -1.68 -2.54 -3.52
H -4.30 -4.33 1.25
H 0.50 4.60 -1.17
H -5.22 -2.59 0.14
H -3.23 -3.74 -2.06
H -5.31 -0.41 1.36
H -1.60 -0.47 -1.28
H -2.38 -2.78 1.36
H -3.38 0.60 0.08
H 5.02 -0.55 -1.81
H 0.67 -0.86 -2.25
H -1.62 5.85 -0.87
H -3.86 -2.13 -2.45
H -1.63 -3.55 -0.02
H -0.92 -2.77 -1.94
H -2.80 -5.25 1.24
H 4.54 -1.35 2.36
H -4.06 -1.46 2.04
H 0.05 0.74 -2.70
H -3.25 2.54 1.27
H -3.70 -5.02 -0.26
H 2.38 -0.17 2.34
H -3.48 4.81 0.39
H -4.88 -1.19 -0.89
H 0.34 -0.65 1.24
```